# 1
The following is a quantum chemistry calculation of a single C7H12NOP molecule in a non-equilibrium geometry, from the OMol25 dataset.

Its HOMO energy is -8.873 eV. The value obtained for the energy relative to the best compared isomer or geometry (same formula, charge and spin) is 0.211 eV. The energy comes out at -745.1959 hartree. The value obtained for the largest force on an atom is 3.8 eV Å⁻¹.

Bonds (Å) are listed after each position.
CARTESIAN COORDINATES (ANGSTROEM)
1 C -0.94 -0.61 0.11  N8 1.286, O9 1.425, P10 1.967
2 C 1.79 0.88 0.52  C3 1.546, C6 1.575, H11 1.169, H12 1.081
3 C 2.36 0.26 -0.78  C2 1.546, C7 1.498, H13 1.079, H14 1.042
4 C -2.68 0.72 0.58  C5 1.545, N8 1.410, H15 1.246, H16 1.076
5 C -3.06 -0.13 -0.65  C4 1.545, O9 1.435, H17 1.034, H18 1.069
6 C 1.48 -0.39 1.40  C2 1.575, P10 1.863, H19 1.096, H20 1.184
7 C 1.51 -0.87 -1.28  C3 1.498, P10 1.907, H21 1.091, H22 1.102
8 N -1.43 0.20 0.98  C1 1.286, C4 1.410
9 O -1.87 -0.87 -0.94  C1 1.425, C5 1.435
10 P 0.72 -1.66 0.27  C1 1.967, C6 1.863, C7 1.907
11 H 2.54 1.61 1.03  C2 1.169
12 H 0.78 1.21 0.33  C2 1.081
13 H 2.42 1.05 -1.50  C3 1.079
14 H 3.21 -0.22 -0.41  C3 1.042
15 H -2.55 1.93 0.33  C4 1.246
16 H -3.28 0.45 1.44  C4 1.076
17 H -3.78 -0.79 -0.31  C5 1.034
18 H -3.33 0.33 -1.58  C5 1.069
19 H 2.43 -0.80 1.76  C6 1.096
20 H 0.87 -0.15 2.38  C6 1.184
21 H 0.59 -0.65 -1.82  C7 1.091
22 H 2.22 -1.49 -1.85  C7 1.102

# 2
The following is a quantum chemistry calculation of a single C7H5F3O molecule in a non-equilibrium geometry, from the OMol25 dataset.

Its HOMO energy (spin up / spin down) is -6.684 / -10.692 eV. As for the multiplicity: 3. As for the expectation value of S²: 2.01. The energy comes out at -644.3914 hartree. The value obtained for the largest force on an atom is 5.9 eV Å⁻¹.

Bonds (Å) are listed after each position.
CARTESIAN COORDINATES (ANGSTROEM)
1 C -0.27 -1.08 0.99  C3 1.353, C5 1.530, H12 1.124
2 C -0.54 1.08 -0.40  C4 1.493, C5 1.492, O8 1.419, H13 1.054
3 C 1.06 -0.95 0.80  C1 1.353, C6 1.404, H14 1.025
4 C 0.95 1.05 -0.53  C2 1.493, C6 1.352, H15 1.034
5 C -1.18 0.00 0.40  C1 1.530, C2 1.492, O8 1.383, H16 1.061
6 C 1.68 0.11 0.13  C3 1.404, C4 1.352, C7 1.476
7 C 3.15 0.11 0.12  C6 1.476, F9 1.356, F10 1.415, F11 1.322
8 O -1.08 1.29 0.89  C2 1.419, C5 1.383
9 F 3.82 0.06 1.30  C7 1.356
10 F 3.58 -1.06 -0.56  C7 1.415
11 F 3.70 1.13 -0.52  C7 1.322
12 H -0.54 -2.08 1.44  C1 1.124
13 H -0.95 1.54 -1.25  C2 1.054
14 H 1.63 -1.45 1.49  C3 1.025
15 H 1.29 1.58 -1.35  C4 1.034
16 H -2.10 -0.43 0.09  C5 1.061

# 3
The following is a quantum chemistry calculation of a gas-phase ion, C5H11N3S2 (charge +2) in a non-equilibrium geometry, from the OMol25 dataset.

Its HOMO energy is -17.940 eV. The value obtained for the energy relative to the best compared isomer or geometry (same formula, charge and spin) is 1.146 eV. The energy comes out at -1157.0389 hartree. As for the charge: +2. The value obtained for the largest force on an atom is 1.4 eV Å⁻¹.

Bonds (Å) are listed after each position.
CARTESIAN COORDINATES (ANGSTROEM)
1 C -2.85 0.14 -0.60  N6 1.273, S9 1.807
2 C 0.57 -0.20 1.03  N7 1.287, N8 1.350, H11 1.085
3 C -3.87 -2.07 -0.70  N6 1.444, S10 1.834, H12 1.098, H13 1.097
4 C 2.78 0.53 1.51  N7 1.441, H14 1.087, H15 1.091, H16 1.094
5 C 1.97 0.48 -0.80  N7 1.448, H17 1.091, H18 1.087, H19 1.092
6 N -3.59 -0.73 -1.15  C1 1.273, C3 1.444, H20 1.023
7 N 1.70 0.24 0.60  C2 1.287, C4 1.441, C5 1.448
8 N -0.49 -0.54 0.25  C2 1.350, S9 1.754, H21 1.018
9 S -2.11 -0.51 0.92  C1 1.807, N8 1.754, S10 2.058
10 S -2.93 -2.40 0.84  C3 1.834, S9 2.058
11 H 0.42 -0.32 2.10  C2 1.085
12 H -4.93 -2.21 -0.48  C3 1.098
13 H -3.58 -2.80 -1.47  C3 1.097
14 H 2.56 0.21 2.52  C4 1.087
15 H 3.69 0.02 1.17  C4 1.091
16 H 2.98 1.60 1.51  C4 1.094
17 H 1.15 1.01 -1.28  C5 1.091
18 H 2.86 1.10 -0.89  C5 1.087
19 H 2.16 -0.46 -1.33  C5 1.092
20 H -4.08 -0.46 -2.01  N6 1.023
21 H -0.39 -0.41 -0.75  N8 1.018

- Among the records above, which one has the lowest largest force on an atom?
  C5H11N3S2

- Look up the energy of the second one.
  -644.3914 hartree

- Which of these has the lowest energy?
  C5H11N3S2